[1]
DFT (ωB97M-V with the def2-TZVPD basis set) results for 4 unconnected molecules or ions with the total composition C4H16NO3.

Output
E_LUMO   -2.915 eV
Highest occupied orbital energy   -0.481 Eh
Energy above the lowest of the compared OMol25 structures with the same formula, charge and spin   2.9507 eV
Total charge   +1
Largest force on an atom   6.7 eV/A
Spin multiplicity   1

Geometry (Å):
C (-0.25, -0.93, 0.55)
C (0.68, -1.99, 1.06)
C (1.84, -1.27, 1.79)
C (1.87, -0.34, 2.78)
N (0.17, 0.01, -0.53)
H (-1.26, -1.60, 0.28)
H (-0.79, -0.29, 1.39)
H (0.11, -2.58, 1.89)
H (0.98, -2.79, 0.39)
H (2.81, -1.34, 1.22)
H (2.64, 0.16, 3.30)
H (0.83, -0.12, 3.15)
H (1.16, 0.04, -0.45)
H (-0.05, -0.37, -1.50)
H (-0.16, 0.96, -0.38)
H (-1.39, 2.77, -1.70)
H (-2.56, 1.74, -1.87)
O (-1.67, 1.73, -1.69)
H (-4.44, 0.29, -1.18)
H (-4.34, 0.74, 0.24)
O (-3.94, 0.93, -0.70)
H (2.64, 1.69, -2.10)
H (3.08, 0.15, -2.30)
O (2.46, 0.80, -1.83)

---

[2]
DFT (ωB97M-V with the def2-TZVPD basis set) results for 2 unconnected molecules or ions with the total composition C5H11N.

Output
E_LUMO (spin up / spin down)   1.197 / 1.197 eV
Highest occupied orbital energy (spin up / spin down)   -0.264 / -0.264 Eh
Energy above the lowest of the compared OMol25 structures with the same formula, charge and spin   4.6583 eV
Largest force on an atom   0.4 eV/A
Spin multiplicity   1

Geometry (Å):
C (-0.40, -1.87, 1.54)
C (-0.51, -0.37, 1.29)
C (0.60, 0.18, 0.44)
N (0.36, 1.03, -0.50)
C (1.03, 1.80, -1.54)
C (-0.44, 1.60, -1.42)
H (-0.49, -2.43, 0.60)
H (-1.18, -2.21, 2.22)
H (0.57, -2.13, 1.99)
H (-1.47, -0.13, 0.81)
H (-0.50, 0.17, 2.25)
H (-0.42, -1.19, -1.67)
H (1.64, -0.11, 0.61)
H (1.54, 2.71, -1.20)
H (1.59, 1.19, -2.25)
H (-1.24, 2.30, -1.23)
H (-0.68, -0.53, -1.92)

---

[3]
DFT (ωB97M-V with the def2-TZVPD basis set) results for a molecular structure, C12H23BiI2NO2P2.

Output
E_LUMO (spin up / spin down)   -7.765 / -10.090 eV
Highest occupied orbital energy (spin up / spin down)   -0.509 / -0.503 Eh
Total charge   +2
Largest force on an atom   3.5 eV/A
Spin multiplicity   2

Geometry (Å):
I (-0.06, -1.98, -4.54)
I (0.07, 2.97, -3.19)
Bi (-0.01, 0.93, -1.27)
P (-2.62, 0.05, -1.15)
C (-3.40, -0.10, -2.81)
C (-2.85, -1.57, -0.39)
H (-3.86, -1.63, 0.04)
H (-4.75, 0.64, -0.12)
H (-2.12, -1.70, 0.42)
H (-3.40, 1.19, 0.88)
H (-2.96, -0.97, -3.33)
H (-2.71, -2.39, -1.11)
C (-3.74, 1.06, -0.15)
H (-4.50, -0.20, -2.74)
H (-3.80, 2.05, -0.61)
H (-3.16, 0.81, -3.39)
P (2.63, 0.08, -1.10)
C (3.38, -0.18, -2.75)
C (3.79, 1.15, -0.17)
H (2.09, -1.62, 0.55)
H (3.86, -1.56, 0.21)
H (2.75, -2.35, -0.96)
C (2.85, -1.52, -0.25)
H (3.48, 1.32, 0.87)
H (4.80, 0.70, -0.16)
H (4.47, -0.33, -2.70)
H (3.16, 0.70, -3.37)
H (3.86, 2.11, -0.70)
H (2.92, -1.07, -3.22)
C (0.01, -1.46, -2.21)
O (0.05, -2.59, -1.85)
O (0.01, -0.39, 1.01)
N (-0.01, 0.01, 2.29)
C (-1.21, 0.27, 2.88)
C (-1.24, 0.92, 4.10)
C (-0.03, 1.26, 4.73)
C (1.17, 1.03, 4.06)
C (1.16, 0.33, 2.87)
H (-2.06, -0.10, 2.29)
H (-2.24, 1.01, 4.55)
H (0.04, 1.72, 5.73)
H (2.12, 1.39, 4.46)
H (2.02, 0.03, 2.32)

---

[4]
DFT (ωB97M-V with the def2-TZVPD basis set) results for a molecular structure, C4H7N3S2.

Output
E_LUMO   0.544 eV
Highest occupied orbital energy   -0.275 Eh
Energy above the lowest of the compared OMol25 structures with the same formula, charge and spin   3.8271 eV
Largest force on an atom   5.0 eV/A
Spin multiplicity   1

Geometry (Å):
C (-1.09, 0.10, -0.73)
C (1.13, -0.25, -0.97)
C (0.00, 0.27, 2.08)
C (0.03, -0.93, 1.16)
N (-0.01, -0.49, -0.20)
N (-0.93, 0.58, -1.95)
N (0.85, 0.44, -2.05)
S (-1.38, 1.18, -3.31)
S (1.44, 1.10, -3.28)
H (-2.12, 0.01, -0.30)
H (2.10, -0.51, -0.49)
H (0.88, 0.53, 2.55)
H (-0.55, 0.03, 2.99)
H (-0.57, 1.06, 1.61)
H (-0.81, -1.73, 1.47)
H (1.03, -1.39, 1.43)

---

[5]
DFT (ωB97M-V with the def2-TZVPD basis set) results for a molecular structure, C4H8N3.

Output
E_LUMO   -4.465 eV
Highest occupied orbital energy   -0.534 Eh
Energy above the lowest of the compared OMol25 structures with the same formula, charge and spin   6.3466 eV
Total charge   +1
Largest force on an atom   1.2 eV/A
Spin multiplicity   1

Geometry (Å):
C (-1.04, -0.87, 0.12)
C (-1.57, 0.19, -0.79)
C (1.18, -1.04, 0.18)
C (1.03, 0.48, -0.21)
N (-0.08, -1.57, -0.29)
N (-0.89, 0.15, 1.17)
N (-0.36, 0.94, 0.09)
H (-1.39, 0.09, -1.86)
H (-2.49, 0.69, -0.52)
H (1.98, -1.52, -0.38)
H (1.38, -1.18, 1.25)
H (1.73, 1.09, 0.37)
H (1.23, 0.60, -1.27)
H (-0.27, 0.00, 1.96)
H (-0.45, 1.96, 0.18)

---

[6]
DFT (ωB97M-V with the def2-TZVPD basis set) results for a molecular structure, C41H36IrN5S3Sb.

Output
E_LUMO   -3.690 eV
Highest occupied orbital energy   -0.367 Eh
Energy above the lowest of the compared OMol25 structures with the same formula, charge and spin   0.1890 eV
Total charge   +1
Largest force on an atom   0.7 eV/A
Spin multiplicity   1

Geometry (Å):
Ir (-0.07, 2.42, 1.17)
C (0.55, 3.90, -3.95)
C (1.12, 5.07, -3.16)
N (1.71, 4.65, -1.89)
C (0.98, 4.34, -0.82)
S (1.76, 3.80, 0.65)
N (-0.33, 4.46, -0.85)
N (-0.75, 4.11, 0.42)
C (-1.47, 4.89, 1.15)
C (-2.06, 6.16, 0.66)
C (-1.53, 4.47, 2.55)
C (-2.21, 5.15, 3.54)
C (-2.08, 4.73, 4.86)
C (-1.28, 3.64, 5.14)
C (-0.65, 2.98, 4.10)
N (-0.77, 3.39, 2.84)
H (0.13, 4.26, -4.89)
H (-0.24, 3.42, -3.38)
H (1.33, 3.17, -4.17)
H (0.35, 5.81, -2.94)
H (1.91, 5.58, -3.72)
H (2.70, 4.46, -1.84)
H (-1.73, 6.36, -0.35)
H (-1.76, 6.99, 1.31)
H (-3.15, 6.10, 0.67)
H (-2.83, 6.00, 3.29)
H (-2.61, 5.25, 5.65)
H (-1.15, 3.28, 6.15)
H (-0.04, 2.10, 4.26)
S (-0.21, 0.10, -2.77)
C (1.45, 0.44, -2.45)
C (2.55, 0.14, -3.25)
C (3.80, 0.35, -2.73)
C (3.95, 0.81, -1.41)
C (2.86, 1.13, -0.63)
C (1.58, 1.01, -1.18)
N (0.35, 1.28, -0.56)
C (-0.65, 0.79, -1.26)
C (-2.03, 0.68, -0.83)
C (-3.04, 0.66, -1.79)
C (-4.35, 0.36, -1.45)
C (-4.65, 0.06, -0.13)
C (-3.66, 0.09, 0.84)
C (-2.35, 0.42, 0.52)
H (2.41, -0.29, -4.24)
H (4.68, 0.12, -3.32)
H (4.95, 0.89, -0.99)
H (3.00, 1.43, 0.39)
H (-2.79, 0.87, -2.82)
H (-5.12, 0.36, -2.21)
H (-5.67, -0.19, 0.16)
H (-3.90, -0.12, 1.88)
S (-1.21, 0.53, 1.88)
Sb (1.10, -2.47, 0.66)
C (0.70, -3.17, -1.33)
C (-0.30, -4.09, -1.63)
C (-0.52, -4.50, -2.94)
C (0.28, -4.00, -3.97)
C (1.28, -3.09, -3.68)
C (1.49, -2.68, -2.37)
C (-0.66, -3.33, 1.54)
C (-1.90, -2.84, 1.14)
C (-3.07, -3.35, 1.69)
C (-3.01, -4.36, 2.65)
C (-1.77, -4.84, 3.05)
C (-0.60, -4.33, 2.50)
C (2.45, -4.02, 1.22)
C (3.06, -3.95, 2.48)
C (3.94, -4.93, 2.90)
C (4.24, -6.00, 2.06)
C (3.65, -6.08, 0.81)
C (2.76, -5.10, 0.39)
H (-0.92, -4.50, -0.84)
H (-1.30, -5.22, -3.16)
H (0.11, -4.33, -4.98)
H (1.92, -2.71, -4.47)
H (2.29, -1.97, -2.15)
H (-1.97, -2.08, 0.38)
H (-4.03, -2.98, 1.35)
H (-3.92, -4.76, 3.07)
H (-1.72, -5.63, 3.79)
H (0.35, -4.73, 2.81)
H (2.85, -3.11, 3.14)
H (4.40, -4.87, 3.87)
H (4.93, -6.77, 2.38)
H (3.87, -6.91, 0.15)
H (2.29, -5.17, -0.59)

---

[7]
DFT (ωB97M-V with the def2-TZVPD basis set) results for 3 unconnected molecules or ions with the total composition C18H33NO7P.

Output
E_LUMO   2.854 eV
Highest occupied orbital energy   -0.110 Eh
Total charge   -1
Largest force on an atom   2.5 eV/A
Spin multiplicity   1

Geometry (Å):
O (0.32, 3.48, 0.18)
N (0.65, 2.38, -0.07)
O (0.46, 1.53, 1.04)
C (-0.76, 0.76, 0.76)
C (-0.52, -0.63, 0.10)
C (-1.21, -0.62, -1.30)
C (-2.46, -1.54, -1.27)
C (-3.74, -0.84, -0.85)
C (-4.28, -1.01, 0.40)
C (-5.46, -0.38, 0.74)
C (-6.10, 0.41, -0.18)
C (-5.54, 0.60, -1.42)
C (-4.37, -0.02, -1.77)
P (1.24, -0.96, -0.18)
O (1.46, -2.11, -1.13)
H (-1.40, 1.40, 0.13)
H (-1.33, 0.62, 1.69)
H (-1.44, 0.39, -1.67)
H (-0.53, -1.07, -2.03)
H (-2.28, -2.36, -0.57)
H (-2.62, -1.91, -2.29)
H (-3.78, -1.64, 1.13)
H (-5.87, -0.56, 1.73)
H (-7.05, 0.89, 0.05)
H (-6.03, 1.22, -2.17)
H (-3.92, 0.12, -2.75)
H (1.83, -1.37, 1.05)
H (1.92, 0.19, -0.69)
C (1.91, 0.30, 3.67)
O (1.69, -1.07, 3.94)
C (2.64, -1.63, 4.83)
C (2.08, -1.75, 6.23)
O (1.84, -0.47, 6.81)
C (0.48, -0.10, 6.77)
H (1.02, 0.70, 3.19)
H (2.10, 0.87, 4.59)
H (2.76, 0.41, 2.98)
H (3.56, -1.05, 4.82)
H (2.87, -2.64, 4.46)
H (2.83, -2.25, 6.86)
H (1.17, -2.35, 6.24)
H (-0.09, -0.65, 7.53)
H (0.04, -0.27, 5.78)
H (0.42, 0.97, 6.99)
C (0.45, 0.53, -5.44)
O (0.85, 0.79, -4.11)
C (1.88, -0.09, -3.65)
C (3.23, 0.57, -3.70)
O (3.65, 0.86, -5.03)
C (3.45, 2.22, -5.38)
H (-0.14, 1.39, -5.78)
H (1.31, 0.41, -6.10)
H (-0.17, -0.36, -5.48)
H (1.88, -1.02, -4.24)
H (1.65, -0.36, -2.62)
H (3.97, -0.11, -3.27)
H (3.23, 1.48, -3.09)
H (4.22, 2.85, -4.91)
H (2.46, 2.57, -5.09)
H (3.55, 2.30, -6.47)

---

[8]
DFT (ωB97M-V with the def2-TZVPD basis set) results for 2 unconnected molecules or ions with the total composition C6H13NO.

Output
E_LUMO   0.811 eV
Highest occupied orbital energy   -0.282 Eh
Energy above the lowest of the compared OMol25 structures with the same formula, charge and spin   2.5026 eV
SMILES   C=C/C(N)=C/CC.O
Largest force on an atom   1.8 eV/A
Spin multiplicity   1

Geometry (Å):
C (-1.66, 0.59, 1.73)
C (-0.50, -0.39, 1.92)
N (-0.70, -1.41, -0.80)
C (0.50, -0.85, -0.33)
C (0.59, -0.29, 0.89)
C (1.47, -0.42, -2.58)
C (1.62, -0.77, -1.32)
H (-2.51, 0.17, 2.29)
H (-1.46, 1.54, 2.25)
H (-1.87, 0.87, 0.71)
H (-0.78, -1.47, 2.00)
H (-0.09, -0.37, 2.93)
H (-1.35, -1.43, -0.04)
H (-0.59, -2.15, -1.46)
H (1.25, 0.55, 1.08)
H (2.29, -0.46, -3.29)
H (0.57, 0.09, -2.88)
H (2.49, -1.20, -0.85)
H (-0.35, 2.10, -0.43)
H (0.53, 2.97, -1.27)
O (0.57, 2.34, -0.53)

---

Q: What is the formula in the sixth record?
A: C41H36IrN5S3Sb

---

Repeat the second record exactly.
DFT (ωB97M-V with the def2-TZVPD basis set) results for 2 unconnected molecules or ions with the total composition C5H11N.

Output
E_LUMO (spin up / spin down)   1.197 / 1.197 eV
Highest occupied orbital energy (spin up / spin down)   -0.264 / -0.264 Eh
Energy above the lowest of the compared OMol25 structures with the same formula, charge and spin   4.6583 eV
Largest force on an atom   0.4 eV/A
Spin multiplicity   1

Geometry (Å):
C (-0.40, -1.87, 1.54)
C (-0.51, -0.37, 1.29)
C (0.60, 0.18, 0.44)
N (0.36, 1.03, -0.50)
C (1.03, 1.80, -1.54)
C (-0.44, 1.60, -1.42)
H (-0.49, -2.43, 0.60)
H (-1.18, -2.21, 2.22)
H (0.57, -2.13, 1.99)
H (-1.47, -0.13, 0.81)
H (-0.50, 0.17, 2.25)
H (-0.42, -1.19, -1.67)
H (1.64, -0.11, 0.61)
H (1.54, 2.71, -1.20)
H (1.59, 1.19, -2.25)
H (-1.24, 2.30, -1.23)
H (-0.68, -0.53, -1.92)